No. 1
H5N3S | ωB97M-V/def2-TZVPD

ORCA input file:
```
! RIJCOSX wB97M-V def2-TZVPD def2/J DEFGRID3
* xyz 0 1
H 2.966 0.176 -0.053
N 1.931 0.319 -0.115
N 1.145 -0.596 -0.142
H 1.544 -1.667 -0.160
N -1.259 0.922 -0.021
S -2.198 -0.492 -0.023
H -0.385 0.618 0.218
H -1.119 1.164 -0.945
H -2.625 -0.444 1.240
*
```

**LUMO**: 0.5 eV
**HOMO-LUMO gap**: 8.835 eV
**Total energy**: -15383.615 eV

No. 2
C5H10S | ωB97M-V/def2-TZVPD

ORCA input file:
```
! RIJCOSX wB97M-V def2-TZVPD def2/J DEFGRID3
* xyz 0 1
C -0.815 0.517 1.200
C -0.271 -0.251 0.098
C -1.221 -1.041 -0.609
C 0.652 0.674 -0.722
C 2.034 0.173 -0.079
H -0.126 0.384 2.506
H -1.934 -0.329 1.466
H -1.097 1.695 0.656
H -0.731 -1.507 -1.457
H -1.996 -0.558 -1.268
H -1.817 -1.726 0.038
H 0.531 0.383 -1.737
H 0.384 1.773 -0.610
H 2.868 0.095 -0.585
H 2.322 0.970 0.612
S 1.217 -1.251 0.491
*
```

**LUMO**: 0.8 eV
**HOMO-LUMO gap**: 9.217 eV
**Total energy**: -16177.303 eV

No. 3
C4H10NO2 | ωB97M-V/def2-TZVPD

ORCA input file:
```
! RIJCOSX wB97M-V def2-TZVPD def2/J DEFGRID3
* xyz -1 1
N -0.542 -1.419 0.786
C -0.130 0.000 0.765
C -1.507 1.034 1.197
O -2.546 0.234 1.490
C 0.396 0.576 -0.592
C 1.663 -0.263 -0.978
O 1.652 -0.477 -2.327
H -0.919 -1.667 -0.073
H -1.312 -1.399 1.597
H 0.681 0.067 1.441
H -1.843 1.487 0.294
H -1.105 1.402 2.201
H -0.389 0.674 -1.344
H 0.737 1.608 -0.397
H 2.572 0.346 -0.748
H 1.643 -1.285 -0.603
H 0.949 -0.919 -2.710
*
```

**LUMO**: 3.6 eV
**HOMO-LUMO gap**: 5.837 eV
**Total energy**: -9892.707 eV

No. 4
C6H22O5 | ωB97M-V/def2-TZVPD

ORCA input file:
```
! RIJCOSX wB97M-V def2-TZVPD def2/J DEFGRID3
* xyz 0 1
C 0.621 0.310 -0.645
C 1.683 -0.737 -0.398
O 2.219 -0.209 0.770
H 0.990 1.321 -0.821
H -0.080 0.388 0.186
H -0.020 0.093 -1.499
H 2.375 -0.852 -1.232
H 1.152 -1.686 -0.327
H 2.461 0.689 0.531
C 1.016 2.502 1.563
O 0.205 2.640 2.646
H 1.643 1.619 1.689
H 0.403 2.386 0.669
H 1.732 3.321 1.501
H 0.505 2.098 3.379
C -0.507 -0.081 2.194
O -1.569 0.136 1.331
H 0.422 0.300 1.768
H -0.602 0.282 3.217
H -0.375 -1.147 2.378
H -1.806 1.053 1.483
C -2.054 -0.824 -0.809
O -2.770 -1.158 0.381
H -1.929 -1.756 -1.359
H -2.513 -0.046 -1.419
H -1.128 -0.291 -0.594
H -2.266 -0.905 1.157
C 0.141 -1.298 -3.157
O 0.277 -2.598 -2.519
H 0.826 -0.593 -2.686
H 0.412 -1.221 -4.210
H -0.876 -0.934 -3.009
H -0.588 -2.800 -2.157
*
```

**LUMO**: 0.5 eV
**HOMO-LUMO gap**: 9.602 eV
**Total energy**: -16809.167 eV

No. 5
C9H7CoN2OSe3Te | ωB97M-V/def2-TZVPD

ORCA input file:
```
! RIJCOSX wB97M-V def2-TZVPD def2/J DEFGRID3
* xyz 0 5
Co -0.034 0.187 0.122
O -0.685 -1.479 -0.503
C -0.117 -2.337 -1.300
C -0.874 -3.468 -1.692
C -0.369 -4.426 -2.532
C 0.931 -4.313 -3.036
C 1.690 -3.230 -2.669
C 1.206 -2.233 -1.805
C 2.079 -1.127 -1.442
N 1.782 -0.074 -0.686
C 2.907 0.717 -0.605
C 3.907 0.135 -1.307
N 3.371 -1.017 -1.836
H -1.877 -3.541 -1.295
H -0.984 -5.273 -2.806
H 1.331 -5.062 -3.704
H 2.692 -3.157 -3.075
H 2.911 1.632 -0.041
H 4.926 0.425 -1.482
H 3.863 -1.680 -2.407
Se 0.185 0.387 2.561
Se -1.229 2.038 3.239
Te -2.457 2.899 1.279
Se -1.177 2.197 -0.676
*
```

**LUMO (spin up / spin down)**: -0.5 / -2.3 eV
**HOMO-LUMO gap (spin up / spin down)**: 7.110 / 5.521 eV
**Total energy**: -255435.649 eV